{"formula": "C6H15BMgO3", "method": "ωB97M-V/def2-TZVPD", "charge": 2, "gap_ev": 4.35, "energy_ev": -18709.785, "max_force_ev_per_a": 1.05, "species": ["C", "C", "O", "C", "O", "B", "C", "C", "C", "O", "H", "H", "H", "H", "H", "H", "H", "H", "H", "H", "H", "H", "H", "H", "H", "Mg"], "positions_angstrom": [[1.870, -0.835, 1.628], [2.055, -1.007, 0.131], [1.181, -1.992, -0.363], [1.929, 0.315, -0.599], [0.571, 0.723, -1.033], [-0.221, 1.490, -0.094], [-1.727, 1.724, -0.231], [-2.644, 0.469, -0.375], [-1.929, -0.841, -0.220], [-1.373, -0.992, 1.073], [2.817, -0.944, 2.139], [1.197, -1.598, 1.991], [1.468, 0.132, 1.905], [3.079, -1.341, -0.052], [1.377, -2.196, -1.284], [2.444, 0.197, -1.612], [2.437, 1.113, -0.067], [0.426, 2.002, 0.764], [-1.930, 2.430, -1.039], [-2.011, 2.260, 0.667], [-3.172, 0.483, -1.321], [-3.416, 0.541, 0.381], [-1.131, -0.979, -0.938], [-2.637, -1.646, -0.410], [-1.935, -0.542, 1.711], [1.274, 1.034, -2.751]]}

---

{"formula": "C4H2N2OS", "method": "ωB97M-V/def2-TZVPD", "e_above_lowest_ev": 0.308, "smiles": "c1nc2conc2s1", "gap_ev": 9.86, "energy_ev": -20041.131, "max_force_ev_per_a": 1.61, "species": ["C", "C", "C", "C", "H", "H", "N", "N", "O", "S"], "positions_angstrom": [[-1.926, 0.425, 0.002], [0.237, 0.418, -0.006], [1.585, 0.522, -0.007], [0.032, -0.992, -0.008], [-2.942, 0.782, 0.015], [2.310, 1.375, 0.014], [-0.910, 1.196, -0.007], [1.153, -1.684, -0.003], [2.130, -0.709, 0.002], [-1.669, -1.334, -0.003]]}